{
  "formula": "C9H36F2N19O13S2",
  "method": "wB97M-V/def2-TZVPD",
  "species": ["N", "S", "O", "O", "F", "S", "O", "O", "F", "C", "O", "N", "N", "H", "H", "H", "H", "C", "O", "N", "N", "H", "H", "H", "H", "C", "O", "N", "N", "H", "H", "H", "H", "C", "O", "N", "N", "H", "H", "H", "H", "C", "O", "N", "N", "H", "H", "H", "H", "C", "O", "N", "N", "H", "H", "H", "H", "C", "O", "N", "N", "H", "H", "H", "H", "C", "O", "N", "N", "H", "H", "H", "H", "C", "O", "N", "N", "H", "H", "H", "H"],
  "xyz": [[2.246459, 0.364279, -0.481730], [1.292719, 1.449419, -0.214310], [0.724149, 1.662529, 1.092630], [0.614469, 1.865699, -1.424230], [2.403329, 2.586539, -0.255650], [1.035999, -0.855251, -0.125800], [-0.287321, -0.748761, -0.699150], [1.133019, -1.470001, 1.182390], [1.677049, -1.970621, -1.091310], [5.604669, 2.881639, -5.234720], [6.364309, 3.134099, -4.358720], [4.471619, 2.322029, -5.000410], [5.704929, 3.104359, -6.526730], [3.968119, 2.064959, -5.837380], [4.144439, 1.966609, -4.113440], [6.569629, 3.509289, -6.856010], [5.325569, 2.397789, -7.140690], [-6.428681, -2.274951, -2.151520], [-6.406921, -1.149341, -2.502940], [-5.617881, -2.925421, -1.385910], [-7.482561, -2.965601, -2.414450], [-5.987341, -3.807151, -1.060090], [-4.868041, -2.563141, -0.814430], [-7.647631, -3.916271, -2.115990], [-8.312881, -2.478411, -2.719920], [2.760859, 1.336609, 5.655190], [3.659869, 1.348789, 4.824790], [1.907389, 0.403849, 5.901590], [2.630459, 2.317929, 6.540530], [1.971779, -0.413131, 5.311260], [1.649819, 0.107859, 6.832250], [1.915799, 2.209859, 7.246000], [3.351489, 3.017949, 6.641500], [-0.840301, 7.383129, -0.915260], [-1.561511, 7.096319, -1.843960], [-0.069571, 8.422519, -0.877540], [-0.905651, 6.864259, 0.277200], [0.246419, 8.807339, 0.001190], [0.604069, 8.616649, -1.604600], [-0.453691, 7.221029, 1.106980], [-1.561401, 6.098659, 0.340040], [-0.284221, 3.185449, -7.889940], [0.717999, 2.583069, -8.217540], [-1.145021, 3.871119, -8.656210], [-0.511501, 3.443659, -6.602360], [-1.131771, 3.660639, -9.643950], [-2.003241, 3.878909, -8.123780], [-1.342941, 3.982959, -6.407550], [0.068289, 3.032519, -5.884800], [-1.909441, 4.466369, 8.293310], [-0.907561, 4.199639, 8.930450], [-2.937351, 5.115749, 8.693440], [-2.013231, 4.152049, 7.032100], [-3.646391, 5.421699, 8.042460], [-2.975401, 5.224639, 9.696830], [-1.365481, 3.488799, 6.631330], [-2.796521, 4.499859, 6.497700], [3.117819, -7.733581, 1.394310], [3.102769, -8.179181, 2.550370], [2.460299, -8.284271, 0.438250], [3.630379, -6.601741, 1.005600], [2.172549, -7.767241, -0.380270], [1.924359, -9.104891, 0.682080], [3.947629, -5.942161, 1.701590], [3.797429, -6.290521, 0.059380], [-0.728101, -3.829061, -5.210980], [-0.252361, -4.437301, -6.089130], [-0.870091, -2.541421, -5.182470], [-1.301171, -4.281331, -4.126910], [-0.426721, -1.970661, -5.887990], [-1.218161, -1.979471, -4.418820], [-1.782281, -3.773121, -3.398660], [-1.044811, -5.247011, -3.979110], [-1.364141, -6.117281, 6.059770], [-2.093101, -5.850961, 6.955950], [-1.409941, -5.506981, 4.890390], [-0.359721, -6.923511, 6.048500], [-1.915301, -4.633631, 4.846060], [-0.556461, -5.616241, 4.361490], [-0.265331, -7.417951, 6.924120], [0.071219, -7.201501, 5.178380]],
  "forces_ev_per_a": [[-0.336, -7.596, 1.000], [-1.646, 9.748, -1.379], [-0.446, -1.008, -0.612], [-1.339, -0.551, 0.964], [0.975, 0.747, 0.654], [1.180, -3.509, -0.329], [1.070, 0.666, 0.542], [0.212, 1.122, -1.137], [0.229, 0.273, 0.221], [0.391, -0.241, 1.510], [2.920, 1.461, 1.758], [-5.036, -2.741, 0.374], [1.872, 1.223, -4.333], [-0.646, -0.068, 0.734], [0.438, 0.213, -0.120], [-0.079, -0.157, 0.129], [0.097, 0.334, -0.033], [-0.537, 1.587, 0.444], [1.438, 4.221, -1.139], [3.680, -2.992, 3.069], [-5.540, -3.722, -1.722], [0.529, 0.205, 0.148], [-0.187, 0.451, -0.600], [0.158, 0.272, -0.045], [0.476, -0.008, -0.163], [4.094, 2.296, -0.596], [-0.548, -0.360, -0.467], [-3.377, -5.346, -0.321], [-0.306, 2.295, 1.861], [0.032, 0.205, -0.278], [0.094, 0.662, -0.022], [0.299, 0.559, -0.043], [-0.297, -0.262, -0.097], [-2.283, -0.163, -0.801], [0.022, -1.107, -1.129], [4.297, 5.153, -0.884], [-1.522, -3.152, 3.142], [-0.012, -0.456, -0.125], [-0.614, -0.022, -0.301], [-0.013, -0.379, -0.479], [0.127, 0.094, 0.531], [2.895, 0.024, 0.883], [0.163, -0.683, -1.172], [-1.145, 0.171, -1.088], [-1.021, 0.117, 1.746], [-0.391, -0.070, 0.235], [-0.640, 0.420, -1.277], [0.534, -0.162, 0.885], [-0.342, 0.165, -0.137], [3.474, -1.262, -0.451], [0.369, -0.408, 1.303], [-3.482, 2.558, 3.021], [-0.038, -1.254, -4.092], [-0.021, -0.096, 0.779], [-0.507, 0.557, -0.328], [-0.128, 0.427, -0.085], [0.387, -0.566, -0.187], [-0.390, -0.307, 3.760], [0.545, 0.372, -0.440], [-2.867, -3.410, -3.680], [2.654, 4.286, 0.164], [0.099, -0.206, 0.263], [0.142, 0.148, -0.192], [0.081, -0.349, -0.011], [-0.324, -0.476, 0.160], [-1.484, 2.160, 1.557], [2.249, -3.009, -3.217], [0.407, 6.284, -1.567], [-1.076, -4.496, 3.168], [-0.101, -0.333, -0.079], [0.154, -0.569, 0.056], [0.465, -0.023, -0.399], [-0.582, 0.036, 0.531], [-0.733, 1.962, -1.136], [-1.942, 0.105, 2.934], [-0.656, 1.874, -3.257], [3.066, -3.704, 1.847], [0.182, -0.211, -0.185], [-0.500, 0.783, -0.381], [0.538, -0.471, -0.525], [0.098, -0.335, 0.666]],
  "homo_lumo_gap_ha": 0.307,
  "total_energy_ha": -3379.301450,
  "lumo_ev": 1.76,
  "charge": -1,
  "fmax_ha_per_bohr": 0.1941
}



{
  "formula": "C9H36N4O9",
  "method": "wB97M-V/def2-TZVPD",
  "species": ["N", "C", "N", "O", "H", "H", "H", "H", "N", "C", "N", "O", "H", "H", "H", "H", "C", "O", "H", "H", "H", "H", "C", "O", "H", "H", "H", "H", "C", "O", "H", "H", "H", "H", "C", "O", "H", "H", "H", "H", "C", "O", "H", "H", "H", "H", "C", "O", "H", "H", "H", "H", "C", "O", "H", "H", "H", "H"],
  "xyz": [[-1.556358, -1.488431, -2.266418], [-1.910064, -2.702758, -2.117939], [-1.129438, -3.303393, -1.270172], [-3.000872, -3.267958, -2.715057], [-2.141127, -0.945787, -2.910619], [-0.648860, -1.150290, -1.913162], [-1.262735, -4.320933, -1.143042], [-0.271716, -2.917387, -0.924742], [-2.625539, -2.317386, 0.840818], [-3.114542, -1.106470, 0.901265], [-2.842750, -0.421090, -0.154104], [-3.790401, -0.628848, 1.970147], [-2.888615, -3.062674, 1.504636], [-2.120295, -2.682368, 0.015240], [-3.141142, 0.553361, -0.180073], [-2.402732, -0.844750, -1.012123], [-0.241180, 2.004482, -1.507859], [-0.323724, 3.320191, -1.916907], [0.773480, 1.641724, -1.311565], [-0.674377, 1.355320, -2.259920], [-0.818431, 1.834878, -0.595709], [-0.584778, 3.895348, -1.178481], [3.161757, -3.167527, 0.148946], [1.762846, -3.335074, 0.171656], [3.666841, -3.883313, -0.531750], [3.581952, -3.504272, 1.089369], [3.415247, -2.110860, -0.160904], [1.362291, -2.601434, 0.590347], [-0.041562, -0.065131, 1.840197], [-0.107313, -1.427121, 1.447119], [0.976835, 0.286621, 2.080536], [-0.597413, 0.051762, 2.751821], [-0.461906, 0.524278, 1.058487], [-1.045527, -1.649582, 1.321678], [3.882650, 0.486832, 1.353345], [2.971687, 0.776010, 0.327197], [4.011659, 1.367757, 1.973888], [4.902230, 0.314864, 0.948724], [3.558033, -0.395343, 2.042236], [3.266813, 1.560170, -0.168052], [1.943118, -0.940352, -2.285595], [1.122073, -0.904542, -1.166784], [2.514937, -0.052299, -2.426655], [1.224502, -1.126286, -3.034013], [2.712168, -1.732968, -2.254939], [1.688265, -0.658762, -0.409077], [-3.046164, 2.801576, 1.055812], [-3.192735, 2.407807, -0.292584], [-2.086501, 2.555778, 1.478245], [-3.843845, 2.271777, 1.647082], [-3.225135, 3.849981, 1.182585], [-3.986528, 2.708024, -0.641508], [1.150923, 3.418738, 1.759055], [1.417371, 4.237791, 0.658862], [0.323139, 2.818642, 1.539541], [0.964062, 4.020287, 2.649822], [2.063935, 2.870290, 1.903691], [0.705492, 4.781101, 0.497410]],
  "forces_ev_per_a": [[0.640, 5.196, -2.513], [-6.485, -5.256, -4.052], [1.099, -4.657, 1.868], [5.223, 2.728, 3.023], [0.785, -0.193, 0.244], [-0.554, 0.060, -0.271], [0.230, 1.080, -0.220], [0.600, 0.195, -0.041], [0.908, -4.688, 1.114], [-4.368, 2.437, 5.850], [0.407, 2.660, -2.889], [2.868, -1.908, -4.311], [-0.022, 1.205, -0.407], [-0.799, 0.433, 0.861], [0.153, -0.323, -0.091], [-0.905, 0.872, 1.751], [-0.086, -1.087, 1.033], [-0.103, 1.554, -0.215], [0.096, 0.320, -0.099], [-0.100, -0.096, -0.364], [0.012, -0.098, -0.047], [0.188, -0.579, -0.506], [0.400, 0.154, -0.540], [0.600, -1.848, -1.166], [-0.790, 0.513, -0.273], [0.241, 0.723, 0.633], [0.196, -1.093, 0.590], [-0.828, 1.366, 1.017], [0.401, -0.410, 0.588], [1.075, -0.048, 0.009], [-0.186, -0.557, -0.488], [-0.540, 0.316, 0.463], [-0.246, 0.817, -0.494], [0.188, -0.195, 0.228], [1.081, -0.657, 1.210], [-0.565, -0.195, -0.629], [-0.152, 0.113, 0.510], [-0.528, -0.450, 0.172], [0.323, 1.518, -1.611], [-0.162, -0.431, 0.359], [0.830, -1.019, 0.117], [0.168, 0.263, 1.601], [0.064, 1.123, -0.314], [-0.094, -0.121, -1.740], [-0.539, -0.156, 0.005], [-0.641, 0.178, -0.158], [-2.234, -0.724, 0.990], [2.924, -0.838, 0.360], [0.427, -0.349, -0.312], [0.951, 0.354, -0.151], [0.075, 0.831, -0.022], [-2.284, 0.954, -0.775], [0.939, 1.264, 0.515], [2.662, -1.084, -0.366], [-1.187, -1.400, 0.012], [-0.088, -0.084, 0.215], [0.073, -0.633, 0.269], [-2.338, 1.949, -0.539]],
  "homo_lumo_gap_ha": 0.336,
  "total_energy_ha": -1260.549288,
  "lumo_ev": 0.23,
  "smiles": "NC(N)=O.NC(N)=O.CO.CO.CO.CO.CO.CO.CO",
  "fmax_ha_per_bohr": 0.1805
}